The following is a DFT calculation (ωB97M-V/def2-TZVPD) of a molecular structure, C32H24CrN2P in a non-equilibrium geometry.

Results
LUMO level (alpha / beta) in eV: -3.63 / -3.73
Net charge: +1
Kohn-Sham gap (alpha / beta) in eV: 6.4 / 6.6
Energy in eV: -74259.7563
2S+1: 5

Atoms and positions in Å:
Cr  1.022  -0.150  0.785
C  5.236  -0.565  -0.005
C  5.702  0.689  0.360
C  4.777  1.665  0.689
C  3.426  1.354  0.690
N  2.978  0.102  0.429
C  3.879  -0.811  0.040
C  2.384  2.350  1.002
C  2.608  3.719  0.952
C  1.590  4.585  1.310
C  0.381  4.051  1.730
C  0.215  2.682  1.705
N  1.177  1.837  1.317
H  5.916  -1.347  -0.310
H  6.761  0.902  0.388
H  5.098  2.660  0.960
H  3.480  -1.776  -0.239
H  3.565  4.095  0.618
H  1.737  5.655  1.262
H  -0.428  4.688  2.060
H  -0.724  2.228  1.996
C  -5.612  1.116  1.115
C  -5.155  1.064  -0.195
C  -3.845  0.700  -0.464
C  -2.985  0.387  0.588
C  -3.446  0.445  1.902
C  -4.759  0.807  2.164
P  -1.299  -0.232  0.303
C  -0.788  0.520  -1.295
C  -0.970  1.887  -1.518
C  -0.469  2.485  -2.662
C  0.223  1.728  -3.599
C  0.415  0.371  -3.384
C  -0.081  -0.232  -2.237
C  -1.527  -1.988  -0.094
C  -2.695  -2.549  -0.543
C  -2.749  -3.926  -0.821
C  -1.654  -4.717  -0.608
C  -0.456  -4.177  -0.086
C  0.639  -5.000  0.264
C  1.727  -4.454  0.883
C  1.800  -3.061  1.099
C  0.815  -2.176  0.698
C  -0.369  -2.780  0.155
H  -6.638  1.395  1.317
H  -5.823  1.306  -1.011
H  -3.492  0.651  -1.486
H  -2.776  0.193  2.716
H  -5.118  0.848  3.183
H  -1.531  2.479  -0.804
H  -0.622  3.544  -2.831
H  0.598  2.195  -4.500
H  0.939  -0.222  -4.122
H  0.062  -1.295  -2.079
H  -3.584  -1.946  -0.674
H  -3.670  -4.360  -1.188
H  -1.696  -5.781  -0.812
H  0.587  -6.064  0.068
H  2.545  -5.090  1.199
H  2.677  -2.684  1.620